85
Properties=species:S:1:pos:R:3 method="wB97M-V/def2-TZVPD" orbital_gap_ev=7.487 e_homo_ev=-7.746 e_tot_ha=-2321.3098
Au -0.403 0.161 0.239
O -2.235 -1.642 -0.260
C -3.423 -1.403 -0.353
C -4.069 -0.121 -0.121
C -5.457 -0.112 -0.301
C -6.178 1.039 -0.142
C -5.541 2.242 0.177
C -4.187 2.257 0.359
C -3.397 1.079 0.255
O -2.142 1.222 0.553
N -7.630 1.012 -0.314
O -8.229 2.066 -0.210
O -8.160 -0.064 -0.520
H -4.115 -2.215 -0.647
H -5.970 -1.027 -0.570
H -6.129 3.144 0.263
H -3.665 3.175 0.595
C 0.247 2.517 2.874
C -0.608 1.380 3.440
C -0.465 1.267 4.956
P -0.223 -0.151 2.528
C -1.142 -1.523 3.307
C -2.643 -1.221 3.356
C -0.833 -2.833 2.576
C 1.509 -0.548 2.649
C 2.173 -0.859 3.844
C 3.506 -1.208 3.861
C 4.232 -1.525 5.142
C 4.166 -1.252 2.623
C 3.538 -0.972 1.432
C 2.171 -0.614 1.415
N 1.515 -0.348 0.228
C 2.237 -0.396 -1.004
C 2.956 0.722 -1.419
C 2.955 1.971 -0.584
C 3.639 0.664 -2.628
C 3.602 -0.471 -3.429
C 4.291 -0.494 -4.767
C 2.877 -1.571 -2.987
C 2.190 -1.553 -1.781
C 1.379 -2.734 -1.330
H -0.042 3.463 3.335
H 0.119 2.617 1.795
H 1.305 2.343 3.080
H -1.653 1.586 3.182
H 0.584 1.184 5.243
H -1.008 0.419 5.375
H -0.862 2.173 5.417
H -0.750 -1.588 4.326
H -3.028 -0.968 2.367
H -2.874 -0.389 4.024
H -3.188 -2.096 3.713
H -1.138 -2.785 1.530
H -1.381 -3.649 3.051
H 0.231 -3.067 2.616
H 1.625 -0.834 4.781
H 3.533 -1.643 5.970
H 4.933 -0.732 5.410
H 4.806 -2.449 5.052
H 5.216 -1.527 2.599
H 4.081 -1.031 0.499
H 1.930 2.298 -0.392
H 3.486 2.777 -1.090
H 3.428 1.806 0.387
H 4.198 1.534 -2.960
H 5.161 0.163 -4.778
H 3.609 -0.159 -5.555
H 4.617 -1.502 -5.026
H 2.833 -2.463 -3.604
H 1.463 -3.554 -2.042
H 0.322 -2.468 -1.239
H 1.710 -3.088 -0.350
C -0.408 0.564 -1.726
C -0.423 0.763 -2.916
C -0.437 0.978 -4.338
C 0.604 1.677 -4.952
C 0.604 1.868 -6.325
C -0.431 1.364 -7.101
C -1.470 0.670 -6.497
C -1.476 0.477 -5.124
H 1.409 2.061 -4.338
H 1.414 2.416 -6.791
H -0.426 1.510 -8.174
H -2.282 0.279 -7.097
H -2.284 -0.061 -4.646

60
Properties=species:S:1:pos:R:3 method="wB97M-V/def2-TZVPD" orbital_gap_ev="5.481 / 5.480" de_lowest_kcal_mol=50.58 e_homo_ev="-20.069 / -20.068" e_tot_ha=-1612.3292 charge=+4
Ta 0.955 0.419 0.073
N 3.296 -0.739 0.469
C 4.043 -0.966 -0.790
C 3.064 -1.123 -1.945
N 2.205 0.072 -2.126
C 3.028 1.257 -2.490
C 3.267 2.228 -1.332
N 1.976 2.570 -0.662
C 1.220 -0.220 -3.195
C 0.055 0.766 -3.208
N -0.680 0.703 -1.921
H 3.924 -0.287 1.140
H 3.086 -1.650 0.890
H 4.649 -1.875 -0.728
H 4.733 -0.141 -0.970
H 2.422 -1.987 -1.745
H 3.625 -1.319 -2.865
H 2.533 1.799 -3.298
H 4.000 0.935 -2.878
H 3.748 3.123 -1.738
H 3.942 1.821 -0.576
H 1.458 3.165 -1.323
H 2.213 3.220 0.097
H 0.828 -1.230 -3.039
H 1.708 -0.200 -4.178
H -0.598 0.503 -4.048
H 0.398 1.789 -3.366
H -1.271 -0.134 -1.940
H -1.332 1.492 -1.883
C 0.279 -3.924 -0.820
C -0.960 -3.255 -0.357
N -2.092 -3.913 -0.467
C -3.228 -3.472 -0.009
C -3.338 -2.254 0.700
C -4.705 -1.926 1.240
O -4.718 -0.960 2.256
C -2.189 -1.442 0.761
C -2.189 -0.200 1.483
N -1.280 0.717 1.487
C -1.399 1.783 2.394
C -2.633 2.398 2.662
C -2.744 3.380 3.630
C -1.635 3.778 4.361
C -0.397 3.189 4.122
C -0.305 2.228 3.141
I 1.625 1.235 2.859
C -0.966 -1.933 0.174
O 0.079 -1.149 0.154
H 0.300 -4.934 -0.406
H 0.258 -4.060 -1.903
H 1.173 -3.386 -0.513
H -4.087 -4.113 -0.166
H -5.299 -1.554 0.382
H -5.171 -2.864 1.565
H -5.356 -1.201 2.943
H -3.058 -0.104 2.149
H -3.500 2.097 2.090
H -3.705 3.833 3.827
H -1.713 4.535 5.128
H 0.460 3.482 4.709

15
Properties=species:S:1:pos:R:3 method="wB97M-V/def2-TZVPD" smiles="O=CCCC=O.O" orbital_gap_ev=10.509 de_lowest_kcal_mol=68.09 e_homo_ev=-9.881 e_tot_ha=-382.8563
O -0.277 -0.834 -1.875
C -0.418 -0.940 -0.687
C -0.298 0.127 0.302
C 1.239 0.114 0.670
C 1.739 -0.624 1.843
O 2.854 -0.828 2.160
H -0.567 -1.921 -0.280
H -0.474 1.134 -0.157
H -0.983 0.170 1.217
H 1.399 1.311 0.935
H 2.049 0.041 -0.221
H 1.006 -1.326 2.277
O -2.224 1.149 -1.735
H -2.806 1.913 -1.960
H -2.241 0.515 -2.490

17
Properties=species:S:1:pos:R:3 method="wB97M-V/def2-TZVPD" smiles="CCP(O)S.C=C=O" orbital_gap_ev=9.080 de_lowest_kcal_mol=31.00 e_homo_ev=-8.409 e_tot_ha=-1047.7831
C -2.600 -1.012 -0.343
C -1.166 -1.216 -0.719
P 0.044 -0.099 -0.029
O -0.370 -0.384 1.535
S -1.020 1.657 -0.720
H -3.131 -1.232 -1.251
H -2.902 -1.432 0.607
H -2.622 0.084 -0.313
H -1.097 -0.887 -1.779
H -0.751 -2.252 -0.520
H 0.141 -0.185 2.328
H -0.571 2.349 0.389
C 3.576 0.732 -0.127
C 2.681 1.144 0.702
O 1.998 1.547 1.536
H 4.013 1.503 -0.749
H 3.778 -0.319 -0.547

34
Properties=species:S:1:pos:R:3 method="wB97M-V/def2-TZVPD" smiles=COCCCn1nc[nH+]c1C[C@H](O)CN orbital_gap_ev=9.041 de_lowest_kcal_mol=3.63 e_homo_ev=-12.800 e_tot_ha=-723.4609 charge=+1
C 3.084 -2.296 0.701
O 3.171 -1.208 -0.275
C 2.679 -0.041 0.447
C 2.530 1.203 -0.588
C 0.970 1.300 -1.052
N 0.079 1.814 0.035
N 0.124 3.119 0.471
C -0.828 3.233 1.543
N -1.509 1.951 1.790
C -0.900 1.078 0.810
C -1.275 -0.467 0.699
C -2.674 -0.778 -0.023
O -3.039 -2.158 0.335
C -2.607 -0.766 -1.636
N -1.336 -1.323 -2.194
H 1.986 -2.616 0.749
H 3.375 -1.893 1.742
H 3.764 -3.158 0.391
H 3.409 0.242 1.282
H 1.654 -0.261 0.916
H 2.808 2.157 -0.020
H 3.207 1.050 -1.512
H 0.937 2.007 -1.957
H 0.602 0.257 -1.382
H -1.045 4.157 2.168
H -2.219 1.740 2.512
H -0.407 -0.995 0.180
H -1.315 -0.895 1.773
H -3.554 -0.132 0.344
H -2.883 -2.281 1.297
H -2.865 0.278 -2.053
H -3.453 -1.483 -1.977
H -1.482 -2.225 -2.662
H -0.986 -0.609 -2.853

97
Properties=species:S:1:pos:R:3 method="wB97M-V/def2-TZVPD" orbital_gap_ev=8.369 de_lowest_kcal_mol=0.00 e_homo_ev=-8.112 e_tot_ha=-7097.8486
Zr -1.215 -1.590 -1.076
C 4.942 2.926 -0.863
C 3.642 3.698 -1.090
C 3.436 4.653 0.095
C 3.784 4.513 -2.383
C 2.439 2.764 -1.207
C 2.535 1.387 -1.085
C 1.405 0.603 -1.231
Se 1.549 -1.295 -0.933
C 1.480 -1.252 0.991
C 2.662 -1.297 1.706
C 2.632 -1.243 3.092
C 1.378 -1.188 3.693
C 0.162 -1.169 3.011
C 0.226 -1.166 1.610
O -0.862 -1.058 0.823
C -1.122 -1.122 3.859
C -1.169 0.223 4.599
C -1.082 -2.266 4.885
C -2.434 -1.277 3.081
C 3.893 -1.259 3.954
C 3.924 -0.004 4.839
C 5.165 -1.276 3.106
C 3.885 -2.509 4.845
C 0.143 1.137 -1.519
O -0.871 0.294 -1.777
C -0.001 2.536 -1.532
C 1.166 3.289 -1.416
C -1.334 3.286 -1.697
C -2.573 2.453 -1.345
C -1.458 3.764 -3.149
C -1.366 4.502 -0.754
H 5.777 3.627 -0.807
H 5.145 2.229 -1.680
H 4.918 2.364 0.074
H 4.300 5.314 0.204
H 3.310 4.093 1.024
H 2.551 5.279 -0.043
H 4.643 5.186 -2.314
H 2.898 5.121 -2.574
H 3.933 3.854 -3.241
H 3.482 0.906 -0.876
H 3.598 -1.368 1.168
H 1.341 -1.160 4.776
H -0.297 0.362 5.241
H -2.063 0.275 5.225
H -1.201 1.052 3.887
H -0.229 -2.194 5.561
H -1.032 -3.233 4.379
H -1.989 -2.245 5.494
H -2.613 -0.443 2.407
H -3.254 -1.314 3.803
H -2.454 -2.199 2.500
H 3.916 0.901 4.228
H 4.828 0.002 5.453
H 3.064 0.036 5.511
H 5.221 -0.406 2.448
H 5.231 -2.178 2.494
H 6.039 -1.255 3.760
H 3.026 -2.514 5.519
H 4.791 -2.547 5.455
H 3.841 -3.416 4.237
H 1.074 4.366 -1.490
H -2.756 1.657 -2.060
H -3.445 3.113 -1.335
H -2.484 2.001 -0.356
H -1.423 2.916 -3.837
H -0.647 4.446 -3.414
H -2.407 4.289 -3.297
H -1.288 4.180 0.287
H -2.314 5.030 -0.878
H -0.567 5.217 -0.948
C -4.056 -4.340 -4.038
N -4.348 -3.521 -2.857
C -4.632 -4.295 -1.645
C -4.121 -2.213 -2.822
S -3.890 -1.383 -1.310
N -4.119 -1.523 -3.974
C -5.029 -1.848 -5.070
C -3.534 -0.188 -4.059
H -3.461 -5.186 -3.704
H -3.462 -3.773 -4.747
H -4.973 -4.692 -4.513
H -5.245 -5.148 -1.936
H -5.175 -3.689 -0.929
H -3.709 -4.660 -1.196
H -5.724 -2.627 -4.772
H -4.493 -2.167 -5.964
H -5.604 -0.953 -5.310
H -2.598 -0.135 -3.512
H -4.217 0.570 -3.670
H -3.330 0.017 -5.109
O -1.253 -3.677 -0.545
Se -0.695 -4.264 -2.034
O -1.629 -5.427 -2.601
O -1.004 -2.772 -2.832
O 0.878 -4.509 -1.970

21
Properties=species:S:1:pos:R:3 method="wB97M-V/def2-TZVPD" orbital_gap_ev=8.062 de_lowest_kcal_mol=75.95 e_homo_ev=-11.447 e_tot_ha=-440.6619 charge=+1
C 0.648 -2.953 0.296
C 0.282 -1.899 -0.163
C -1.407 0.196 1.209
C -1.646 1.142 -1.022
C 0.003 -0.603 -0.612
C 2.010 0.524 0.392
N -1.320 -0.060 -0.240
O 1.632 1.784 0.516
O 2.927 0.260 -0.527
H 0.898 -3.925 0.605
H -0.718 0.995 1.476
H -2.421 0.486 1.482
H -1.134 -0.708 1.751
H -1.660 0.906 -2.086
H -2.623 1.526 -0.737
H -0.893 1.906 -0.837
H 0.259 -0.391 -1.641
H 1.898 -0.091 1.276
H -2.027 -0.776 -0.461
H 2.042 2.332 -0.173
H 3.250 -0.649 -0.505

87
Properties=species:S:1:pos:R:3 method="wB97M-V/def2-TZVPD" orbital_gap_ev=9.218 e_homo_ev=-9.551 e_tot_ha=-2331.3139
C 3.629 -2.500 -0.615
C 2.844 -1.605 0.361
O 2.686 -2.182 1.685
S 2.983 -0.951 2.787
O 1.795 -0.722 3.628
O 4.240 -1.609 3.759
Cl 5.596 -0.650 3.390
H 3.258 -3.528 -0.686
H 4.696 -2.452 -0.344
H 3.563 -2.010 -1.601
H 1.836 -1.338 0.004
H 3.413 -0.658 0.445
C -2.952 -2.455 -2.144
C -1.907 -2.561 -1.048
O -1.100 -1.405 -0.916
C -1.777 -0.203 -0.587
C -2.506 -0.255 0.744
H -2.488 -2.183 -3.094
H -3.473 -3.406 -2.266
H -3.700 -1.693 -1.916
H -1.224 -3.378 -1.287
H -2.370 -2.814 -0.088
H -2.457 0.085 -1.396
H -1.007 0.570 -0.538
H -3.330 -0.971 0.724
H -2.923 0.724 0.985
H -1.827 -0.559 1.543
C -6.387 4.285 -0.217
C -5.546 3.561 0.818
O -4.439 2.867 0.269
C -3.482 3.658 -0.413
C -2.820 4.707 0.463
H -6.698 3.599 -1.008
H -7.276 4.713 0.248
H -5.834 5.099 -0.689
H -6.160 2.804 1.309
H -5.214 4.248 1.604
H -3.929 4.115 -1.303
H -2.720 2.963 -0.770
H -3.532 5.464 0.795
H -2.027 5.216 -0.088
H -2.391 4.247 1.355
C 3.298 5.373 5.535
C 3.118 4.641 4.217
O 3.786 3.394 4.162
C 3.376 2.429 5.118
C 1.914 2.037 5.004
H 4.357 5.476 5.776
H 2.849 6.366 5.483
H 2.825 4.837 6.361
H 3.546 5.245 3.414
H 2.056 4.516 3.979
H 3.614 2.771 6.131
H 3.995 1.548 4.936
H 1.255 2.876 5.240
H 1.684 1.226 5.694
H 1.682 1.713 3.991
C -1.799 -6.886 -1.562
C -3.118 -6.799 -2.309
O -2.970 -6.546 -3.695
C -2.253 -7.522 -4.431
C -2.893 -8.899 -4.403
H -1.195 -5.996 -1.744
H -1.975 -6.980 -0.489
H -1.212 -7.750 -1.879
H -3.695 -5.964 -1.910
H -3.721 -7.699 -2.148
H -1.212 -7.566 -4.093
H -2.230 -7.162 -5.460
H -2.883 -9.329 -3.400
H -2.355 -9.581 -5.063
H -3.935 -8.844 -4.725
C 1.979 2.714 -2.481
C 2.830 1.996 -1.450
O 3.942 1.312 -2.002
C 4.889 2.116 -2.684
C 5.539 3.170 -1.805
H 1.672 2.027 -3.272
H 1.087 3.134 -2.012
H 2.523 3.535 -2.953
H 2.223 1.233 -0.959
H 3.159 2.684 -0.663
H 4.435 2.570 -3.571
H 5.658 1.431 -3.044
H 4.818 3.917 -1.469
H 6.325 3.690 -2.355
H 5.975 2.712 -0.915